Record 1
Density functional theory data (ωB97M-V with the def2-TZVPD basis set) for a structure of composition C4H6NOP at a distorted geometry.

Geometry as XYZ:
```
13
Properties=species:S:1:pos:R:3:forces:R:3
C -1.023 0.795 0.010 0.1 -1.5 -1.3
C 0.230 0.622 -0.844 -1.0 0.2 1.8
C -1.847 -0.217 -0.158 0.4 -0.5 0.2
C 1.196 -0.169 -0.118 1.7 -0.8 -0.2
N 1.432 -0.111 1.349 0.6 -0.5 -3.2
O -1.445 -1.244 -0.925 -0.8 -0.6 -1.2
P -0.128 -0.891 -1.901 1.0 0.0 2.3
H -1.323 1.528 0.683 0.2 1.7 0.8
H 0.504 1.562 -1.192 0.9 1.5 -1.3
H -2.793 -0.369 0.282 -0.9 -0.1 0.6
H 2.151 -0.482 -0.643 -1.2 0.9 0.7
H 0.753 -0.386 2.024 -0.7 -0.3 0.0
H 2.295 -0.638 1.432 -0.3 0.0 0.8
```
Positions in Å, forces in eV/Å.

Summary:
**Spin multiplicity**: 1
**HOMO (alpha / beta)**: -7.1 / -7.1 eV
**E_LUMO (alpha / beta)**: 0.3 / 0.3 eV

=====

Record 2
Density functional theory data (ωB97M-V with the def2-TZVPD basis set) for a structure of composition C4H6NP at a distorted geometry.

Geometry as XYZ:
```
12
Properties=species:S:1:pos:R:3:forces:R:3
C 0.738 1.197 0.350 -2.2 1.0 -0.5
C 1.893 1.200 -0.311 2.9 3.2 1.0
C 0.350 -0.181 0.379 -1.8 -4.0 2.0
C -0.468 -0.693 -0.852 -0.3 0.7 0.8
N 2.629 0.034 -0.581 -0.5 0.0 0.5
P 1.818 -1.226 -0.002 0.6 1.0 -0.5
H -0.019 2.060 0.593 2.1 -1.7 -0.5
H 2.445 2.177 -0.291 -0.3 -0.9 -1.1
H -0.667 -1.756 -0.809 -0.2 -0.1 -0.1
H 0.185 -0.461 -1.644 0.5 -0.1 -1.7
H -1.357 -0.105 -1.042 -0.4 -0.1 0.4
H -0.051 -0.669 1.302 -0.3 1.0 -0.3
```
Positions in Å, forces in eV/Å.

Summary:
**Spin multiplicity**: 1
**HOMO**: -8.9 eV
**E_LUMO**: -0.4 eV

=====

We obtain ΔE to the lowest compared entry with this formula, charge and spin values of 1.994 1.337 eV for the records listed above, in that order.